Entry 1:
Formula: C18H17NO5
Source: OMol25
Level of theory: wB97M-V/def2-TZVPD

Last column: Mulliken charge in e.
Atoms and positions in Å:
C: -1.13 1.75 1.97  0.03
C: -0.86 0.41 2.26  -0.23
C: 0.36 -0.27 2.09  -0.27
C: 1.57 0.22 1.58  -0.37
C: 1.75 1.35 0.79  -0.27
C: 0.76 2.28 0.43  -0.27
C: -0.50 2.47 0.95  -0.43
H: -2.08 2.17 2.32  0.53
H: -1.64 -0.12 2.82  0.28
H: 0.34 -1.32 2.42  0.34
H: 2.45 -0.45 1.73  0.32
H: 2.74 1.49 0.35  0.31
H: 1.01 2.95 -0.39  0.33
H: -1.03 3.38 0.63  0.28
C: -3.57 -0.93 6.19  -1.21
C: -3.42 0.57 6.08  -0.23
O: -2.44 0.85 5.06  -0.22
C: -2.45 2.18 4.81  0.43
C: -1.38 2.65 3.92  -0.21
C: -1.23 4.09 3.75  0.22
O: -0.64 4.55 2.75  -0.67
C: -1.70 5.07 4.80  0.51
C: -1.47 4.94 6.19  -0.26
C: -1.85 5.96 7.06  -0.43
C: -2.48 7.12 6.57  -0.13
N: -3.09 8.05 7.46  0.91
O: -3.67 9.04 6.97  -0.58
O: -3.02 7.83 8.69  -0.58
C: -2.60 7.31 5.18  -0.40
C: -2.18 6.30 4.31  -0.62
O: -3.31 2.89 5.37  -0.65
H: -4.29 -1.20 6.99  0.39
H: -3.98 -1.32 5.24  0.29
H: -2.61 -1.42 6.39  0.29
H: -4.37 1.02 5.77  0.34
H: -3.13 1.01 7.05  0.28
H: -0.33 2.18 4.16  0.28
H: -0.99 4.05 6.61  0.39
H: -1.68 5.88 8.13  0.44
H: -3.01 8.23 4.78  0.44
H: -2.24 6.46 3.23  0.40

Results
- Relative energy (zero: lowest compared OMol25 entry of this formula, charge and spin): 7.797 eV
- Net charge: 0
- Orbital gap: 6.53 eV
- Lowest unoccupied orbital energy: -1.05 eV
- Multiplicity: 1

---

Entry 2:
Formula: C18H18AsFeO2PS4
Source: OMol25
Level of theory: wB97M-V/def2-TZVPD

Last column: Mulliken charge in e.
Atoms and positions in Å:
Fe: -0.07 -0.24 0.39  -0.14
S: -3.57 -0.52 2.26  -0.72
As: -1.51 -1.07 2.72  0.47
S: -0.79 -2.35 1.06  -0.46
S: -0.32 0.79 2.50  -0.49
S: -1.17 -1.97 4.64  -0.69
C: 4.75 3.14 0.61  -0.34
C: 4.16 2.73 -0.57  -0.69
C: 3.46 1.53 -0.63  -0.25
C: 3.35 0.71 0.49  -0.03
C: 3.94 1.14 1.68  -0.42
C: 4.64 2.34 1.75  -0.58
P: 2.29 -0.79 0.50  1.07
C: 3.47 -2.11 0.97  0.32
C: 4.82 -2.11 0.63  -0.41
C: 5.62 -3.21 0.94  -0.67
C: 5.07 -4.30 1.59  -0.35
C: 3.73 -4.31 1.93  -0.56
C: 2.92 -3.21 1.62  -0.34
C: 1.96 -1.13 -1.26  -0.34
C: 2.80 -1.56 -2.27  0.07
C: 2.27 -1.79 -3.54  -0.63
C: 0.90 -1.58 -3.73  -0.55
C: 0.08 -1.17 -2.69  -0.26
C: 0.56 -0.93 -1.38  0.30
H: 5.29 4.08 0.66  0.35
H: 4.24 3.35 -1.46  0.36
H: 2.98 1.22 -1.55  0.36
H: 3.82 0.54 2.58  0.37
H: 5.07 2.65 2.69  0.37
H: 5.25 -1.25 0.14  0.38
H: 6.67 -3.19 0.67  0.36
H: 5.70 -5.16 1.83  0.33
H: 3.30 -5.16 2.44  0.40
H: 1.87 -3.20 1.88  0.32
H: 3.86 -1.73 -2.10  0.33
H: 2.90 -2.13 -4.35  0.37
H: 0.47 -1.76 -4.71  0.33
H: -0.98 -1.04 -2.90  0.24
O: -2.10 0.16 -0.36  -0.56
H: -2.16 -0.73 -0.74  0.36
H: -2.65 0.08 0.48  0.07
O: 0.08 1.73 -0.54  -0.65
H: 0.15 2.21 0.30  0.28
H: -0.88 1.61 -0.66  0.36

Results
- Net charge: -2
- Orbital gap (spin up / spin down): 5.48 / 5.49 eV
- Lowest unoccupied orbital energy (spin up / spin down): 4.50 / 4.49 eV
- Multiplicity: 1

---

Entry 3:
Formula: C18H18BCl28GaNO3
Source: OMol25
Level of theory: wB97M-V/def2-TZVPD

Last column: Mulliken charge in e.
Atoms and positions in Å:
C: 6.71 -2.18 0.51  -0.73
C: 5.66 -1.04 0.07  -0.03
O: 4.32 -1.41 0.50  -0.43
B: 3.36 -0.74 -0.38  0.35
O: 3.14 -1.37 -1.68  -0.61
Ga: 2.33 1.02 0.19  0.09
C: 0.33 0.72 -0.32  0.44
C: -0.46 0.46 1.06  -0.67
C: -2.05 0.59 0.96  0.17
O: -2.69 0.85 2.02  -0.65
N: -2.82 0.37 -0.32  -0.03
C: -3.25 -1.06 -0.21  0.13
C: -4.65 -1.42 0.35  0.08
C: -5.00 -2.95 0.48  -0.19
C: -3.91 -3.99 0.03  -0.47
C: -2.52 -3.61 -0.53  -0.63
C: -2.18 -2.11 -0.65  -0.07
H: 6.22 -2.89 1.27  0.26
H: 7.62 -1.62 0.95  0.07
H: 7.04 -2.84 -0.39  0.25
H: 5.65 -0.82 -1.06  0.17
H: 5.95 -0.07 0.60  0.15
H: 2.96 -0.69 -2.37  0.29
H: 2.86 2.30 -0.63  -0.21
H: 2.56 1.16 1.78  -0.38
H: 0.27 -0.14 -1.07  -0.38
H: -0.11 1.64 -0.82  0.20
H: -0.13 1.16 1.91  0.33
H: -0.25 -0.63 1.36  0.18
H: -3.63 0.99 -0.37  0.36
H: -5.33 -0.56 0.67  0.07
H: -6.02 -3.25 0.89  0.27
H: -4.12 -5.12 0.14  0.25
H: -1.71 -4.35 -0.83  0.32
H: -1.16 -1.77 -1.04  0.20
C: -9.27 -1.49 0.98  0.23
Cl: -9.91 -3.15 1.01  -0.04
Cl: -7.50 -1.54 0.87  -0.11
Cl: -9.93 -0.63 -0.43  -0.12
Cl: -9.75 -0.64 2.46  -0.06
C: 4.37 4.71 -2.96  0.22
Cl: 3.72 3.06 -2.90  0.05
Cl: 6.15 4.64 -3.10  -0.04
Cl: 3.71 5.55 -4.38  -0.13
Cl: 3.92 5.58 -1.49  -0.10
C: 9.85 1.30 2.43  0.33
Cl: 9.33 -0.26 3.11  -0.10
Cl: 8.67 1.84 1.21  -0.04
Cl: 9.95 2.51 3.72  -0.10
Cl: 11.44 1.12 1.66  -0.11
C: -0.73 1.54 -4.31  0.24
Cl: -0.71 0.04 -3.35  0.01
Cl: -1.07 1.15 -6.01  -0.12
Cl: -1.99 2.62 -3.68  -0.11
Cl: 0.85 2.34 -4.19  -0.05
C: 10.37 5.16 -2.86  0.34
Cl: 11.94 5.25 -3.70  -0.11
Cl: 9.14 4.52 -3.98  -0.09
Cl: 10.51 4.09 -1.45  -0.05
Cl: 9.89 6.78 -2.33  -0.10
C: -9.50 -7.15 2.34  0.36
Cl: -9.04 -6.26 3.80  -0.09
Cl: -8.04 -7.71 1.50  -0.09
Cl: -10.50 -8.55 2.79  -0.10
Cl: -10.43 -6.08 1.26  -0.08
C: -8.09 3.01 3.79  0.30
Cl: -7.42 1.85 2.63  0.00
Cl: -8.65 4.46 2.93  -0.10
Cl: -9.46 2.27 4.65  -0.12
Cl: -6.84 3.47 4.97  -0.09

Results
- Net charge: -1
- Orbital gap: 5.60 eV
- Lowest unoccupied orbital energy: 1.17 eV
- Multiplicity: 1

---

Max |F| list, top to bottom, in eV/Å: 3.55, 1.27, 4.69
E_tot list, top to bottom, in Eh: -1126.8146, -6280.8897, -15811.9344